{
  "formula": "C4H12N3O",
  "method": "wB97M-V/def2-TZVPD",
  "orbital_gap_ha": 0.344,
  "total_charge": 1,
  "e_homo_ha": -0.4726,
  "symbols": ["N", "C", "C", "N", "C", "O", "C", "N", "H", "H", "H", "H", "H", "H", "H", "H", "H", "H", "H", "H"],
  "coordinates": [[-2.356770, 1.105663, -1.601967], [-1.062043, 1.581885, -1.071131], [-0.932291, 1.108793, 0.386883], [-0.945808, -0.337703, 0.470702], [0.112290, -1.134747, 0.516792], [0.153696, -2.299821, 0.122261], [1.475538, -0.582129, 0.976315], [2.378519, -1.721348, 0.847965], [-2.728750, 1.781660, -2.252395], [-2.198681, 0.231907, -2.083271], [-0.979194, 2.656775, -1.182720], [-0.271790, 1.022591, -1.586460], [-0.071381, 1.570124, 0.861831], [-1.768942, 1.509999, 0.962280], [-1.701634, -0.767286, -0.055791], [1.706393, 0.273269, 0.347337], [1.399990, -0.123814, 1.962733], [3.071535, -1.489420, 0.134435], [1.741980, -2.518902, 0.618263], [2.977344, -1.867498, 1.625938]],
  "forces_ev_per_a": [[0.6, 0.2, 0.4], [-0.4, -1.6, 0.1], [-0.6, 1.5, 0.3], [0.0, -0.3, -0.5], [0.8, -0.2, -0.6], [-0.6, -0.1, 0.4], [-1.7, 1.3, 0.5], [1.4, 1.3, -0.6], [-0.2, -0.2, -0.1], [-0.3, 0.1, -0.3], [0.2, 0.0, 0.1], [0.4, 0.7, -0.3], [0.4, -0.4, 0.0], [-0.1, -0.2, -0.1], [-0.2, 0.1, 0.4], [0.5, -0.3, -0.4], [0.3, -0.6, 0.3], [-0.4, -0.6, -0.6], [-0.2, -0.3, -0.5], [0.2, -0.4, 1.5]],
  "nbo_charge": [-0.849, -0.228, -0.240, -0.564, 0.669, -0.623, -0.356, -0.682, 0.386, 0.360, 0.224, 0.164, 0.200, 0.234, 0.428, 0.252, 0.262, 0.443, 0.482, 0.440]
}



{
  "formula": "C7H5Br2F3LiNS4Sb",
  "method": "wB97M-V/def2-TZVPD",
  "multiplicity": 2,
  "orbital_gap_ha": [0.186, 0.186],
  "total_charge": -2,
  "e_homo_ha": [-0.0517, -0.0516],
  "symbols": ["Li", "Br", "C", "Br", "H", "H", "F", "C", "F", "F", "C", "C", "C", "C", "N", "C", "S", "H", "H", "H", "S", "Sb", "S", "S"],
  "coordinates": [[1.907069, -1.709093, -0.075141], [1.596594, -0.334766, 2.071871], [2.520513, 1.536296, 1.928508], [2.728857, 2.418161, -0.014887], [3.644482, 1.177218, 2.905944], [1.549223, 2.456888, 2.517623], [-3.530199, -2.271908, 0.749655], [-3.649417, -1.097476, 0.107294], [-3.728688, -1.645686, -1.480403], [-5.058170, -0.598289, 0.036105], [-2.488185, -0.085212, -0.419526], [-2.857897, 1.282165, -0.409227], [-1.856372, 2.249225, -0.278683], [-0.634808, 2.004066, -0.649968], [0.103399, 0.598084, -0.430265], [-1.089761, -0.625528, -0.474915], [-0.597874, -2.044130, -0.267771], [-4.045317, 1.434169, -0.470488], [-2.157921, 3.254588, -0.259699], [0.239753, 2.528639, -0.405403], [5.662456, -3.194690, -2.909953], [5.103281, -3.132532, -0.849138], [3.814128, -0.261466, -0.649035], [2.824844, -3.938717, -0.272490]],
  "forces_ev_per_a": [[0.3, 0.1, -0.5], [0.7, 2.1, 0.1], [-1.2, 0.8, 3.3], [0.3, -1.2, 2.8], [-3.1, 1.7, -3.6], [3.3, -3.1, -1.7], [-0.6, 3.1, -0.2], [-1.3, -1.0, -7.6], [-0.4, -0.2, 2.4], [3.7, -1.2, 1.8], [-0.1, 0.2, 3.0], [-2.1, -2.8, 0.6], [-4.2, 0.9, -1.8], [7.0, -7.4, 2.7], [-7.3, 0.8, -2.6], [-0.2, 9.9, 0.7], [1.9, -6.1, 0.6], [3.0, 0.2, 0.6], [-0.5, 1.4, 0.2], [0.5, 2.1, -0.5], [0.6, -0.4, -3.0], [-2.3, 0.4, 3.6], [0.5, -0.8, -0.2], [1.4, 0.3, -0.5]],
  "nbo_charge": [0.776, 0.044, -0.625, 0.094, 0.296, 0.244, -0.276, 0.995, -0.505, -0.374, -0.172, -0.161, -0.384, -0.007, -0.537, -0.092, -0.065, 0.225, 0.192, 0.205, -0.851, 0.929, -0.886, -1.065]
}



{
  "formula": "C33H27BrIN7O4Ti",
  "method": "wB97M-V/def2-TZVPD",
  "multiplicity": 3,
  "orbital_gap_ha": [0.273, 0.297],
  "e_homo_ha": [-0.2655, -0.3013],
  "symbols": ["Ti", "C", "N", "C", "C", "N", "C", "C", "C", "C", "C", "C", "N", "C", "N", "C", "C", "C", "C", "C", "C", "N", "H", "H", "H", "H", "H", "H", "H", "H", "H", "H", "H", "H", "H", "H", "H", "O", "C", "O", "C", "C", "N", "N", "C", "C", "O", "O", "H", "H", "H", "C", "C", "C", "C", "C", "C", "H", "H", "H", "H", "H", "Br", "C", "C", "C", "C", "C", "C", "I", "H", "H", "H", "H"],
  "coordinates": [[0.574280, 0.418936, -0.138304], [2.876921, 2.222257, 1.138955], [2.422098, 0.850414, 1.438079], [2.030596, 0.617739, 2.823465], [0.591987, 1.002195, 2.944030], [-0.066168, 1.465749, 1.917184], [-1.297374, 1.899311, 2.435499], [-2.361643, 2.533046, 1.804184], [-3.459136, 2.864819, 2.574093], [-3.506730, 2.574650, 3.947950], [-2.447928, 1.959405, 4.589832], [-1.346932, 1.641743, 3.799666], [-0.105421, 1.076631, 4.100360], [2.319674, 2.710478, -0.164262], [1.037160, 2.683490, -0.464764], [0.974251, 3.189164, -1.779351], [-0.126295, 3.449324, -2.594007], [0.116629, 3.924952, -3.870049], [1.424887, 4.155632, -4.329343], [2.518802, 3.951939, -3.511930], [2.253994, 3.483077, -2.230998], [3.080601, 3.204048, -1.152034], [2.511933, 2.886164, 1.917854], [3.962680, 2.297962, 1.122263], [3.075294, 0.157925, 1.107052], [2.176794, -0.431249, 3.068989], [2.613511, 1.218703, 3.527739], [-2.331603, 2.730680, 0.740708], [-4.306889, 3.351626, 2.108525], [-4.388853, 2.841342, 4.516013], [-2.475823, 1.741393, 5.652032], [0.177272, 0.682542, 4.980235], [-1.130243, 3.293699, -2.225938], [-0.717195, 4.128284, -4.531699], [1.578680, 4.508398, -5.342313], [3.528795, 4.137616, -3.860256], [4.081807, 3.114205, -1.195656], [1.671511, -2.988174, -5.699884], [1.782182, -1.739734, -5.170487], [2.344566, -0.881168, -5.772830], [1.017597, -1.521655, -3.909731], [-0.228256, -2.027881, -3.591493], [-0.568834, -1.508354, -2.411006], [0.362452, -0.711583, -1.932111], [1.338429, -0.701854, -2.817012], [2.556448, 0.028140, -2.318999], [3.543539, 0.241105, -2.969213], [2.359412, 0.349480, -1.062043], [1.281553, -3.582380, -5.047078], [-0.899625, -2.679061, -4.134488], [-1.422353, -1.611912, -1.878864], [-4.409624, 0.135370, -0.529783], [-3.754891, -0.372282, 0.585889], [-2.369256, -0.295041, 0.678257], [-1.565316, 0.276394, -0.321080], [-2.265989, 0.735004, -1.448578], [-3.654828, 0.687863, -1.557342], [-5.490246, 0.087799, -0.604239], [-4.322704, -0.824221, 1.391667], [-1.903057, -0.701000, 1.568920], [-1.713686, 1.120258, -2.295941], [-4.142507, 1.067564, -2.447949], [-0.766311, -3.690798, 4.329269], [-0.080910, -5.085963, 3.214775], [-0.342506, -6.405621, 3.567908], [0.158363, -7.429334, 2.771023], [0.911762, -7.141182, 1.636838], [1.165709, -5.817345, 1.287699], [0.659406, -4.823853, 2.094849], [0.809915, -2.124506, 1.010092], [-0.928625, -6.624370, 4.451686], [-0.042958, -8.458582, 3.040751], [1.301449, -7.945355, 1.023472], [1.747779, -5.574058, 0.403256]],
  "forces_ev_per_a": [[0.5, 0.5, 1.9], [-0.1, -0.3, -0.1], [-0.3, 0.4, -0.1], [0.0, 0.0, 0.0], [0.1, 0.2, 0.0], [-0.5, -0.3, 0.1], [0.2, 0.1, -0.3], [-0.1, 0.1, -0.1], [0.0, 0.0, 0.0], [0.0, 0.0, -0.1], [0.0, 0.0, 0.0], [0.2, -0.1, 0.2], [-0.2, 0.0, 0.1], [-0.4, 0.0, 0.1], [0.0, 0.2, -0.8], [-0.2, -0.1, 0.3], [0.0, 0.0, -0.1], [0.0, 0.0, 0.1], [-0.1, 0.0, 0.0], [0.0, 0.0, 0.0], [0.2, 0.0, 0.0], [0.4, 0.1, -0.2], [-0.1, 0.1, 0.1], [0.1, 0.0, 0.0], [0.1, -0.1, -0.1], [0.0, -0.1, 0.0], [0.1, 0.0, 0.1], [0.0, 0.0, 0.0], [0.0, 0.0, 0.0], [0.0, 0.0, 0.0], [0.0, 0.0, -0.1], [0.0, 0.0, 0.0], [0.0, 0.0, 0.0], [0.0, 0.0, 0.0], [0.0, 0.0, 0.1], [-0.1, 0.0, 0.1], [0.0, 0.0, 0.0], [0.1, -0.1, 0.2], [-0.6, 0.1, -0.2], [0.3, 0.1, 0.1], [0.3, -0.1, -0.2], [-0.1, -0.2, -0.3], [-0.7, -0.2, 0.1], [0.0, 0.0, -0.6], [0.6, 0.1, 0.0], [-0.5, -0.1, 0.4], [0.4, 0.1, -0.2], [0.5, -0.1, -0.7], [0.1, 0.0, 0.0], [0.1, 0.1, 0.1], [0.0, 0.0, 0.0], [0.1, 0.0, 0.0], [0.0, 0.0, -0.1], [0.0, -0.1, 0.0], [-0.7, 0.0, -0.2], [-0.1, 0.0, 0.1], [0.0, 0.0, 0.1], [0.0, 0.0, 0.0], [0.0, 0.0, 0.0], [0.0, 0.0, 0.0], [0.1, 0.1, -0.1], [0.0, 0.0, 0.0], [0.1, -0.1, -0.1], [0.0, 0.1, 0.0], [0.0, -0.1, -0.1], [0.0, 0.1, 0.0], [0.0, 0.0, 0.1], [0.0, 0.2, -0.1], [-0.1, -0.3, 0.2], [0.1, -0.2, 0.0], [0.0, 0.0, 0.0], [0.0, 0.0, 0.0], [0.0, 0.0, 0.0], [-0.1, 0.0, 0.1]],
  "lowdin_spin": [0.987, 0.002, 0.003, 0.001, 0.002, 0.001, 0.000, 0.000, 0.000, 0.000, 0.000, 0.000, 0.000, 0.000, 0.009, 0.005, 0.002, 0.000, 0.002, 0.000, 0.002, 0.000, 0.000, 0.000, 0.001, 0.000, 0.000, 0.000, 0.000, 0.000, 0.000, 0.000, 0.000, 0.000, 0.000, 0.000, 0.000, 0.000, 0.000, 0.000, 0.002, 0.014, 0.002, 0.003, 0.019, 0.003, 0.007, -0.002, 0.000, 0.001, 0.000, 0.001, -0.001, -0.001, -0.012, 0.002, 0.000, 0.000, 0.000, 0.000, 0.001, 0.000, 0.024, 0.071, 0.025, -0.020, 0.026, 0.067, 0.616, 0.115, 0.006, -0.001, 0.005, 0.010]
}



{
  "formula": "CH14LiN2O6",
  "method": "wB97M-V/def2-TZVPD",
  "orbital_gap_ha": 0.360,
  "total_charge": 1,
  "e_homo_ha": -0.4824,
  "symbols": ["Li", "O", "H", "H", "O", "H", "H", "O", "H", "H", "O", "H", "H", "O", "H", "H", "C", "O", "N", "N", "H", "H", "H", "H"],
  "coordinates": [[0.955285, -0.306277, 0.341967], [1.098123, 1.721399, -0.064893], [1.836518, 2.145015, -0.524742], [0.327919, 2.248174, -0.300187], [0.242367, -2.286092, 0.323977], [0.156387, -2.942988, 1.026008], [0.126009, -2.785433, -0.493164], [2.446699, -0.830772, 1.653146], [3.031140, -1.575143, 1.466515], [2.797060, -0.435725, 2.459655], [2.115477, -0.613683, -1.379325], [2.237765, -1.383463, -1.949740], [1.780929, 0.073144, -1.969492], [-0.245809, 0.108364, 2.053152], [-0.989262, -0.486274, 2.224591], [-0.429605, 0.892299, 2.583193], [-2.455650, 0.495569, -0.634121], [-3.120259, -0.317698, -0.017845], [-1.295391, 0.095331, -1.280523], [-2.847026, 1.768516, -0.889003], [-0.817889, 0.746437, -1.868065], [-1.213725, -0.903161, -1.339216], [-2.123575, 2.440030, -1.080259], [-3.613499, 2.132424, -0.341639]],
  "forces_ev_per_a": [[0.0, -0.1, 0.5], [0.2, 0.1, -0.4], [0.0, 0.0, 0.3], [0.0, 0.0, 0.2], [0.0, -0.1, -0.2], [0.0, 0.2, 0.0], [0.0, 0.0, 0.1], [0.3, -0.1, 0.0], [0.0, 0.1, 0.0], [-0.2, 0.0, -0.1], [-0.4, 0.0, -0.2], [0.1, 0.0, 0.1], [0.2, 0.0, 0.0], [-0.3, 0.0, 0.0], [0.0, 0.1, -0.1], [0.1, 0.0, -0.1], [-0.6, -1.5, -0.4], [0.3, 0.4, 0.1], [-0.1, 0.5, 1.0], [0.2, 0.9, 0.3], [0.1, -0.3, -0.6], [0.2, 0.1, -0.3], [-0.1, 0.2, -0.2], [0.0, -0.2, 0.0]],
  "nbo_charge": [0.873, -0.957, 0.496, 0.485, -0.968, 0.503, 0.487, -0.967, 0.492, 0.498, -0.955, 0.496, 0.483, -0.972, 0.500, 0.494, 0.769, -0.634, -0.881, -0.824, 0.381, 0.415, 0.368, 0.418]
}



{
  "formula": "CH4FOP",
  "method": "wB97M-V/def2-TZVPD",
  "orbital_gap_ha": 0.322,
  "e_homo_ha": -0.3471,
  "symbols": ["C", "O", "F", "P", "H", "H", "H", "H"],
  "coordinates": [[-0.501197, -0.518606, 0.229452], [-1.170630, -1.445877, -0.382756], [0.934501, -1.588185, 1.411282], [1.028478, 0.169478, -0.229060], [-0.798508, -0.561367, 1.262499], [-0.753582, -1.931223, -1.109513], [1.172528, 1.079757, 0.745120], [0.541052, 0.994258, -1.362197]],
  "forces_ev_per_a": [[0.6, -3.1, 1.7], [-0.6, 0.0, -0.3], [-0.8, 0.9, -0.7], [1.1, -0.6, -2.9], [-0.7, 1.2, 0.4], [0.3, 0.6, -0.2], [-0.1, 1.2, 1.0], [0.1, -0.2, 1.1]],
  "nbo_charge": [0.153, -0.602, -0.720, 0.449, 0.248, 0.513, 0.005, -0.046]
}



Repeat the first record exactly.
{
  "formula": "C4H12N3O",
  "method": "wB97M-V/def2-TZVPD",
  "orbital_gap_ha": 0.344,
  "total_charge": 1,
  "e_homo_ha": -0.4726,
  "symbols": ["N", "C", "C", "N", "C", "O", "C", "N", "H", "H", "H", "H", "H", "H", "H", "H", "H", "H", "H", "H"],
  "coordinates": [[-2.356770, 1.105663, -1.601967], [-1.062043, 1.581885, -1.071131], [-0.932291, 1.108793, 0.386883], [-0.945808, -0.337703, 0.470702], [0.112290, -1.134747, 0.516792], [0.153696, -2.299821, 0.122261], [1.475538, -0.582129, 0.976315], [2.378519, -1.721348, 0.847965], [-2.728750, 1.781660, -2.252395], [-2.198681, 0.231907, -2.083271], [-0.979194, 2.656775, -1.182720], [-0.271790, 1.022591, -1.586460], [-0.071381, 1.570124, 0.861831], [-1.768942, 1.509999, 0.962280], [-1.701634, -0.767286, -0.055791], [1.706393, 0.273269, 0.347337], [1.399990, -0.123814, 1.962733], [3.071535, -1.489420, 0.134435], [1.741980, -2.518902, 0.618263], [2.977344, -1.867498, 1.625938]],
  "forces_ev_per_a": [[0.6, 0.2, 0.4], [-0.4, -1.6, 0.1], [-0.6, 1.5, 0.3], [0.0, -0.3, -0.5], [0.8, -0.2, -0.6], [-0.6, -0.1, 0.4], [-1.7, 1.3, 0.5], [1.4, 1.3, -0.6], [-0.2, -0.2, -0.1], [-0.3, 0.1, -0.3], [0.2, 0.0, 0.1], [0.4, 0.7, -0.3], [0.4, -0.4, 0.0], [-0.1, -0.2, -0.1], [-0.2, 0.1, 0.4], [0.5, -0.3, -0.4], [0.3, -0.6, 0.3], [-0.4, -0.6, -0.6], [-0.2, -0.3, -0.5], [0.2, -0.4, 1.5]],
  "nbo_charge": [-0.849, -0.228, -0.240, -0.564, 0.669, -0.623, -0.356, -0.682, 0.386, 0.360, 0.224, 0.164, 0.200, 0.234, 0.428, 0.252, 0.262, 0.443, 0.482, 0.440]
}